Entry 1:
Formula: C3H6N2O
Source: the Open Molecules 2025 dataset
Level of theory: ωB97M-V/def2-TZVPD

- Relative energy (zero: lowest compared OMol25 entry of this formula, charge and spin): 667.7 kJ/mol
- HOMO energy: -7.4 eV

Element x y z (Å)
C1 1.17 -0.46 -0.83
C2 0.44 -0.76 0.40
C3 1.39 0.76 -0.37
N1 -1.28 -0.26 0.38
N2 -1.49 0.79 -0.35
O1 0.85 0.47 0.90
H1 1.11 -0.92 -1.88
H2 0.55 -1.61 0.98
H3 1.64 1.76 -0.72
H4 -1.58 -0.19 1.39
H5 -1.78 -1.19 0.03
H6 -1.02 1.60 0.06

The net atomic charges from Mulliken, expressed in e, are: -0.1447 -0.1965 -0.2968 0.0281 -0.8920 -0.4433 0.2575 0.5093 0.3440 0.2996 0.3455 0.1894

=====

Entry 2:
Formula: C5H7NO
Source: the Open Molecules 2025 dataset
Level of theory: ωB97M-V/def2-TZVPD

- Relative energy (zero: lowest compared OMol25 entry of this formula, charge and spin): 396.7 kJ/mol
- HOMO energy: -8.2 eV

Element x y z (Å)
C1 2.51 -0.08 -0.02
C2 1.07 0.37 0.00
C3 0.02 -0.62 -0.14
C4 -1.19 -0.04 0.07
N1 -2.58 -0.40 0.05
C5 -1.63 1.20 0.43
O1 0.77 1.56 0.18
H1 3.16 0.77 -0.23
H2 2.68 -0.87 -0.76
H3 2.78 -0.49 0.96
H4 0.19 -1.68 -0.30
H5 -2.94 -0.87 0.88
H6 -2.92 -0.79 -0.82
H7 -1.91 1.94 -0.32

The net atomic charges from Mulliken, expressed in e, are: -1.1037 0.9855 -1.0418 0.6503 -0.3496 -0.4370 -0.6298 0.3170 0.3212 0.2601 0.3259 0.2647 0.2496 0.1875

=====

Entry 3:
Formula: CHF2IO
Source: the Open Molecules 2025 dataset
Level of theory: ωB97M-V/def2-TZVPD

- Relative energy (zero: lowest compared OMol25 entry of this formula, charge and spin): 43.3 kJ/mol
- HOMO energy (spin up / spin down): -10.2 / -9.9 eV
- Multiplicity: 3
- <S²>: 2.010

Element x y z (Å)
C1 -0.26 -0.39 -0.38
O1 -1.37 -0.28 0.05
F1 0.30 0.84 -0.78
F2 0.70 -1.06 0.42
I1 0.85 1.98 2.10
H1 -0.23 -1.10 -1.41

The net atomic charges from Mulliken, expressed in e, are: 0.3354 -0.1423 -0.2063 -0.1917 0.0374 0.1676

=====

Entry 4:
Formula: C8H5N2
Source: the Open Molecules 2025 dataset
Level of theory: ωB97M-V/def2-TZVPD

- Relative energy (zero: lowest compared OMol25 entry of this formula, charge and spin): 79.7 kJ/mol
- HOMO energy (spin up / spin down): -13.7 / -13.7 eV
- SMILES: N#[N+]C#Cc1ccccc1
- Total charge: +1

Element x y z (Å)
N1 5.45 0.01 0.02
N2 4.33 0.01 -0.02
C1 3.10 -0.07 -0.01
C2 1.64 0.20 -0.11
C3 0.30 0.10 -0.07
C4 -0.33 -1.18 -0.09
C5 -1.70 -1.25 -0.01
C6 -2.47 -0.09 0.08
C7 -1.87 1.16 0.08
C8 -0.50 1.27 0.00
H1 0.27 -2.07 -0.14
H2 -2.18 -2.22 -0.02
H3 -3.55 -0.17 0.14
H4 -2.47 2.05 0.15
H5 -0.02 2.24 0.00

The net atomic charges from Mulliken, expressed in e, are: -0.5867 0.6127 -0.0232 0.1752 0.8112 -0.3042 -0.5565 -0.2773 -0.6016 -0.3867 0.4458 0.4101 0.4104 0.4138 0.4571

=====

Entry 5:
Formula: C5H15N2
Source: the Open Molecules 2025 dataset
Level of theory: ωB97M-V/def2-TZVPD

- Relative energy (zero: lowest compared OMol25 entry of this formula, charge and spin): 70.1 kJ/mol
- HOMO energy: -13.6 eV
- SMILES: CCNCC[NH2+]C
- Total charge: +1

Element x y z (Å)
C1 -2.56 -0.13 0.19
C2 -1.73 0.94 -0.49
N1 -0.56 0.37 -1.19
C3 0.70 1.04 -0.93
C4 1.19 0.67 0.48
N2 0.89 -0.77 0.70
C5 2.07 -1.73 0.62
H1 -3.59 0.18 0.38
H2 -2.64 -1.00 -0.47
H3 -2.12 -0.44 1.14
H4 -2.33 1.52 -1.19
H5 -1.36 1.68 0.21
H6 -0.72 0.33 -2.19
H7 0.61 2.14 -0.94
H8 1.43 0.69 -1.65
H9 2.26 0.90 0.54
H10 0.78 1.25 1.31
H11 0.51 -0.90 1.64
H12 0.19 -0.99 -0.03
H13 2.70 -1.42 -0.20
H14 2.63 -1.62 1.55
H15 1.65 -2.72 0.51

The net atomic charges from Mulliken, expressed in e, are: -1.2134 -0.3668 -0.4070 -0.6089 -0.6821 -0.1074 -0.8905 0.3871 0.3221 0.2494 0.4702 0.2448 0.2323 0.3410 0.4332 0.3620 0.3837 0.3816 0.3924 0.3302 0.3773 0.3689

=====

Entry 6:
Formula: C3H5NO2
Source: the Open Molecules 2025 dataset
Level of theory: ωB97M-V/def2-TZVPD

- Relative energy (zero: lowest compared OMol25 entry of this formula, charge and spin): 547.8 kJ/mol
- HOMO energy: -9.0 eV
- SMILES: CC1=[N+]([O-])OC1

Element x y z (Å)
C1 1.12 -1.05 -0.03
C2 -0.06 -0.06 -0.03
N1 -1.31 -0.15 -0.30
O1 -2.20 -1.11 -0.60
O2 -1.64 1.18 -0.03
C3 -0.16 1.40 0.28
H1 1.96 -0.46 -0.27
H2 0.95 -1.73 -0.83
H3 1.16 -1.75 0.77
H4 -0.22 1.65 1.40
H5 0.41 2.08 -0.36

The net atomic charges from Mulliken, expressed in e, are: -1.1569 0.2239 0.5905 -0.6373 -0.3384 -0.1457 0.3103 0.3456 0.3095 0.2251 0.2734